Entry 1:
{"formula": "C60H72N8O4", "method": "ωB97M-V with the def2-TZVPD basis set", "species": ["C", "C", "C", "C", "N", "H", "H", "H", "H", "H", "H", "H", "C", "C", "C", "C", "N", "H", "H", "H", "H", "H", "H", "H", "C", "C", "C", "C", "N", "H", "H", "H", "H", "H", "H", "H", "C", "C", "C", "C", "N", "H", "H", "H", "H", "H", "H", "H", "C", "C", "C", "C", "N", "H", "H", "H", "H", "H", "H", "H", "C", "C", "C", "C", "N", "H", "H", "H", "H", "H", "H", "H", "C", "C", "C", "C", "N", "H", "H", "H", "H", "H", "H", "H", "C", "C", "C", "C", "N", "H", "H", "H", "H", "H", "H", "H", "C", "C", "C", "C", "C", "C", "C", "O", "C", "C", "C", "C", "C", "C", "C", "O", "H", "H", "H", "H", "H", "H", "H", "H", "C", "C", "C", "C", "C", "C", "C", "O", "C", "C", "C", "C", "C", "C", "C", "O", "H", "H", "H", "H", "H", "H", "H", "H"], "positions_angstrom": [[-4.980, 2.087, -3.285], [-5.450, 1.091, -4.348], [-6.299, 0.003, -3.629], [-5.333, -0.964, -3.183], [-4.520, -1.669, -2.741], [-4.508, 1.575, -2.443], [-5.754, 2.825, -2.959], [-4.133, 2.633, -3.689], [-4.660, 0.509, -4.805], [-6.013, 1.636, -5.127], [-6.984, -0.392, -4.377], [-6.911, 0.279, -2.769], [-2.102, -4.601, -5.505], [-1.820, -3.409, -4.510], [-2.205, -2.061, -5.076], [-3.416, -1.904, -5.773], [-4.499, -1.773, -6.255], [-3.155, -4.631, -5.817], [-1.738, -5.534, -5.118], [-1.570, -4.366, -6.426], [-0.723, -3.325, -4.370], [-2.250, -3.651, -3.479], [-1.415, -1.754, -5.751], [-2.204, -1.359, -4.240], [-1.863, -0.472, 6.602], [-2.538, -1.830, 6.511], [-3.273, -2.049, 5.134], [-2.394, -2.673, 4.161], [-1.736, -3.247, 3.413], [-1.440, -0.179, 7.612], [-2.479, 0.319, 6.151], [-0.964, -0.393, 5.906], [-3.294, -1.835, 7.300], [-1.816, -2.611, 6.730], [-3.494, -1.075, 4.721], [-4.241, -2.545, 5.294], [-5.294, -5.291, 1.536], [-4.861, -4.302, 0.412], [-5.803, -3.154, 0.218], [-6.075, -2.371, 1.463], [-6.307, -1.994, 2.528], [-6.107, -5.923, 1.147], [-5.487, -4.709, 2.416], [-4.488, -5.984, 1.731], [-4.651, -4.779, -0.525], [-3.885, -3.859, 0.701], [-6.725, -3.593, -0.036], [-5.584, -2.503, -0.646], [3.085, -3.820, -4.375], [2.437, -3.299, -3.078], [1.806, -1.915, -3.263], [2.753, -0.847, -3.539], [3.344, 0.120, -3.765], [3.784, -3.180, -4.831], [2.240, -4.063, -5.065], [3.645, -4.776, -4.411], [3.168, -3.205, -2.296], [1.618, -3.977, -2.762], [1.372, -1.662, -2.340], [0.999, -1.960, -4.024], [-5.496, 1.720, 3.115], [-6.858, 1.587, 3.858], [-6.861, 1.886, 5.342], [-6.080, 0.860, 6.045], [-5.350, 0.132, 6.598], [-4.905, 0.892, 3.502], [-5.010, 2.638, 3.258], [-5.690, 1.645, 2.042], [-7.269, 0.562, 3.674], [-7.492, 2.415, 3.444], [-7.859, 2.006, 5.746], [-6.480, 2.882, 5.625], [-1.659, 4.331, 3.862], [-0.356, 4.802, 3.197], [0.852, 4.446, 4.077], [0.792, 5.165, 5.364], [0.664, 5.598, 6.401], [-1.605, 4.492, 4.944], [-1.893, 3.283, 3.648], [-2.443, 5.026, 3.601], [-0.335, 5.854, 2.960], [-0.219, 4.315, 2.227], [1.713, 4.666, 3.545], [0.822, 3.343, 4.325], [-1.271, 3.956, -1.223], [-0.356, 2.835, -1.820], [-1.087, 2.105, -2.905], [-0.308, 1.084, -3.583], [0.302, 0.311, -4.203], [-1.344, 4.838, -1.841], [-0.847, 4.214, -0.241], [-2.246, 3.431, -1.038], [-0.098, 2.095, -1.059], [0.613, 3.091, -2.320], [-1.328, 2.803, -3.736], [-2.064, 1.648, -2.661], [13.073, 3.776, -1.956], [12.439, 4.151, -3.187], [11.334, 3.497, -3.610], [10.693, 2.557, -2.793], [11.205, 2.298, -1.503], [12.390, 2.896, -1.088], [10.424, 1.421, -0.583], [10.798, 1.249, 0.567], [9.111, 0.883, -0.975], [8.440, 0.110, -0.046], [7.222, -0.442, -0.346], [6.681, -0.237, -1.639], [7.397, 0.450, -2.602], [8.594, 1.057, -2.243], [9.351, 1.999, -3.150], [8.825, 2.295, -4.200], [13.915, 4.319, -1.568], [12.917, 4.935, -3.806], [10.994, 3.595, -4.577], [12.818, 2.604, -0.149], [8.783, -0.051, 0.959], [6.609, -0.935, 0.453], [5.714, -0.706, -1.901], [7.083, 0.697, -3.627], [-2.892, -1.478, -0.085], [-3.194, -0.304, 0.602], [-2.214, 0.328, 1.341], [-0.891, -0.201, 1.371], [-0.575, -1.348, 0.683], [-1.612, -1.965, -0.047], [0.779, -1.988, 0.657], [1.055, -2.880, -0.155], [1.740, -1.535, 1.712], [2.964, -2.143, 2.026], [3.861, -1.521, 2.857], [3.545, -0.360, 3.537], [2.336, 0.239, 3.323], [1.439, -0.349, 2.410], [0.158, 0.444, 2.134], [0.022, 1.580, 2.511], [-3.506, -2.037, -0.767], [-4.206, 0.064, 0.559], [-2.375, 1.197, 1.940], [-1.354, -2.905, -0.541], [3.297, -3.088, 1.613], [4.824, -2.002, 2.940], [4.213, 0.153, 4.248], [2.010, 1.122, 3.873]], "mulliken_charge": [-0.74, -0.33, -0.61, 0.20, -0.37, -0.07, 0.37, 0.30, 0.17, 0.38, 0.35, 0.37, -1.43, 0.58, 0.49, -0.10, -0.61, 0.38, 0.42, 0.35, -0.37, -0.04, 0.69, -0.30, -0.87, -0.65, 0.86, 0.00, -0.52, 0.36, 0.21, 0.13, 0.35, 0.44, -0.71, 0.40, -1.42, -0.04, 0.36, 0.28, -0.54, 0.36, 0.34, 0.40, 0.49, -0.11, 0.56, -0.60, -1.29, -0.37, 0.73, 0.15, -0.57, 0.36, 0.24, 0.37, 0.46, 0.28, -0.31, -0.06, -0.45, -0.55, -0.64, 0.35, -0.46, -0.22, 0.54, 0.23, 0.22, 0.33, 0.37, 0.30, -1.01, -0.02, -0.25, 0.18, -0.45, 0.36, 0.10, 0.38, 0.55, -0.25, 0.55, -0.09, -0.85, -0.08, 0.39, -0.01, -0.49, 0.41, 0.07, 0.20, -0.07, 0.45, 0.38, -0.41, -0.58, -0.46, -0.59, 0.06, 0.33, -0.49, 0.64, -0.67, 0.28, -0.57, -0.52, -0.30, -0.79, 0.30, 0.58, -0.64, 0.38, 0.33, 0.54, 0.47, 0.45, 0.35, 0.41, 0.47, -0.11, -1.17, -0.73, 0.37, 0.38, -0.83, 0.50, -0.73, 0.53, -0.68, -0.51, -0.66, -0.54, 0.17, 0.10, -0.55, 0.70, 0.75, 0.64, 0.46, 0.48, 0.44, 0.41, 0.36], "smiles": "O=C1c2ccccc2C(=O)c2ccccc21.O=C1c2ccccc2C(=O)c2ccccc21.CCCC#N.CCCC#N.CCCC#N.CCCC#N.CCCC#N.CCCC#N.CCCC#N.CCCC#N", "max_force_ha_per_bohr": 0.1315, "e_tot_ev": -83495.673}

***

Entry 2:
{"formula": "CH5IOSi", "method": "ωB97M-V with the def2-TZVPD basis set", "species": ["C", "O", "Si", "I", "H", "H", "H", "H", "H"], "positions_angstrom": [[-0.025, -0.871, -1.374], [-0.949, 0.105, -1.126], [-0.216, 1.215, 1.647], [2.000, 0.248, 1.819], [0.338, -0.916, -2.449], [-0.472, -1.836, -1.218], [0.963, -0.921, -0.813], [-1.468, 0.287, 1.850], [-0.172, 2.688, 1.665]], "mulliken_spin": [-0.02, 0.90, 0.91, 0.06, 0.06, 0.08, 0.00, 0.01, 0.01], "relative_energy_kj_mol": 138.31, "max_force_ha_per_bohr": 0.0459, "multiplicity": 3, "e_tot_ev": -19139.673}

***

Entry 3:
{"formula": "C4H4O2", "method": "ωB97M-V with the def2-TZVPD basis set", "species": ["O", "C", "O", "C", "C", "C", "H", "H", "H", "H"], "positions_angstrom": [[-2.104, 0.617, 1.145], [-1.942, -0.279, 0.359], [-0.894, -0.439, -0.462], [0.139, 0.558, -0.382], [1.434, -0.083, -0.157], [2.511, -0.587, 0.023], [-2.646, -1.106, 0.196], [0.138, 1.100, -1.332], [-0.101, 1.256, 0.425], [3.467, -1.035, 0.184]], "mulliken_charge": [-0.50, 0.21, -0.28, -0.57, -0.44, 0.24, 0.35, 0.27, 0.33, 0.40], "relative_energy_kj_mol": 146.54, "smiles": "C#CCOC=O", "max_force_ha_per_bohr": 0.0111, "e_tot_ev": -8305.559}

***

Entry 4:
{"formula": "C3H10N4", "method": "ωB97M-V with the def2-TZVPD basis set", "species": ["C", "C", "C", "N", "N", "N", "N", "H", "H", "H", "H", "H", "H", "H", "H", "H", "H"], "positions_angstrom": [[-0.872, 0.475, 0.671], [1.958, 0.379, -0.263], [1.968, 1.510, -0.903], [-2.124, 1.100, 0.728], [2.189, -0.700, 0.337], [-0.426, -0.692, 0.248], [-1.370, -1.733, -0.301], [-0.075, 1.056, 1.027], [2.562, 1.641, -1.758], [1.238, 2.340, -0.624], [-1.311, -1.601, -1.279], [-2.073, 2.125, 0.934], [1.536, -1.428, 0.150], [3.031, -0.888, 0.915], [-1.016, -2.762, -0.034], [-2.867, 0.781, 0.204], [-2.348, -1.603, -0.052]], "mulliken_charge": [-0.03, 0.58, -0.47, -0.38, -0.19, -0.41, -0.35, 0.49, 0.32, 0.25, 0.36, 0.28, 0.26, 0.32, 0.42, 0.21, 0.34], "total_charge": 2, "relative_energy_kj_mol": 363.20, "max_force_ha_per_bohr": 0.1001, "e_tot_ev": -9213.141}

***

Entry 5:
{"formula": "C21H42BrCsF3I2MgNO7Si2", "method": "ωB97M-V with the def2-TZVPD basis set", "species": ["C", "C", "C", "Si", "C", "O", "Si", "C", "C", "F", "C", "F", "C", "C", "C", "I", "C", "C", "I", "H", "H", "H", "H", "H", "H", "H", "H", "H", "H", "H", "H", "H", "H", "H", "H", "H", "H", "H", "H", "H", "H", "H", "H", "C", "C", "C", "O", "H", "H", "H", "H", "H", "H", "H", "C", "C", "O", "C", "O", "O", "F", "H", "H", "H", "Cs", "Mg", "O", "H", "C", "O", "N", "C", "C", "H", "H", "H", "H", "H", "H", "H", "Br"], "positions_angstrom": [[1.354, 4.594, -5.445], [1.960, 3.371, -4.771], [0.790, 2.699, -3.868], [0.161, 0.964, -4.481], [1.511, -0.165, -5.168], [-0.428, 0.215, -3.099], [-0.775, -1.408, -3.394], [-2.501, -1.796, -2.665], [-2.528, -2.869, -1.596], [-3.012, -0.619, -2.077], [0.586, -2.591, -2.778], [1.026, -3.241, -3.962], [1.794, -2.002, -2.060], [1.976, -2.485, -0.636], [-1.288, 1.325, -5.619], [-3.182, 1.069, -4.798], [-1.245, 1.729, -6.883], [-2.422, 2.061, -7.746], [0.577, 1.942, -7.901], [2.018, 5.003, -6.200], [1.120, 5.356, -4.707], [0.435, 4.336, -5.961], [2.450, 2.696, -5.485], [2.763, 3.766, -4.125], [1.096, 2.648, -2.809], [-0.075, 3.356, -3.905], [1.104, -0.992, -5.735], [2.216, 0.352, -5.815], [2.097, -0.566, -4.343], [-0.897, -1.560, -4.865], [-3.178, -2.063, -3.475], [-1.669, -2.835, -0.935], [-3.396, -2.677, -0.969], [-2.654, -3.861, -2.018], [0.156, -3.374, -2.157], [2.660, -2.349, -2.623], [1.806, -0.915, -2.086], [2.236, -3.539, -0.593], [1.071, -2.324, -0.041], [2.749, -1.904, -0.149], [-3.009, 2.843, -7.271], [-2.093, 2.471, -8.692], [-3.027, 1.178, -7.928], [-2.634, 0.065, 3.934], [-1.931, -0.239, 2.630], [-2.763, 0.237, 1.449], [-1.771, -1.664, 2.593], [-3.605, -0.430, 3.996], [-2.035, -0.258, 4.788], [-2.793, 1.136, 4.028], [-1.010, 0.351, 2.614], [-3.742, -0.245, 1.444], [-2.266, 0.018, 0.503], [-2.916, 1.316, 1.502], [2.321, 1.824, 4.212], [2.060, 2.204, 5.650], [0.853, 2.996, 5.533], [0.183, 2.523, 4.441], [-0.960, 2.755, 4.211], [0.984, 1.759, 3.681], [3.042, 2.985, 6.156], [2.886, 2.593, 3.685], [2.821, 0.866, 4.113], [1.880, 1.338, 6.292], [2.593, 1.893, -2.780], [-0.516, 4.921, 6.335], [4.188, -4.407, 0.140], [3.863, -5.033, -0.522], [0.686, -1.145, 6.478], [1.710, -0.497, 6.670], [0.158, -2.000, 7.354], [-1.055, -2.744, 7.065], [0.825, -2.191, 8.635], [0.114, -1.071, 5.540], [-1.827, -2.505, 7.797], [-0.857, -3.816, 7.098], [-1.418, -2.486, 6.072], [0.879, -1.246, 9.175], [1.841, -2.550, 8.479], [0.269, -2.915, 9.222], [-0.389, -2.180, 1.616]], "mulliken_charge": [-1.65, -1.01, -1.16, 0.29, -1.02, 0.00, -0.63, 0.52, -1.21, -0.27, 0.29, -0.38, 0.06, -0.58, -0.05, 0.08, 0.31, -1.54, 0.06, 0.39, 0.38, 0.37, 0.56, 0.87, 0.34, 0.70, 0.32, 0.39, 0.35, -0.07, 0.42, -0.03, 0.38, 0.40, 0.73, 0.46, -0.66, 0.32, -0.50, 0.43, 0.39, 0.46, 0.36, -1.40, 1.21, -1.16, -0.45, 0.39, 0.19, 0.40, 0.08, 0.33, 0.02, 0.36, -0.49, 0.55, 0.06, 0.59, -0.47, -0.28, -0.30, 0.31, 0.34, 0.08, 1.05, -0.37, -1.05, 0.13, 0.35, -0.79, 0.10, -0.84, -0.96, 0.17, 0.35, 0.37, 0.21, 0.30, 0.29, 0.39, 0.04], "max_force_ha_per_bohr": 0.3134, "e_tot_ev": -154416.357}

***

Entry 6:
{"formula": "C20H26N8O2RhS4SbSe4Si", "method": "ωB97M-V with the def2-TZVPD basis set", "species": ["Rh", "C", "C", "N", "N", "C", "S", "N", "N", "H", "H", "H", "H", "H", "H", "C", "Si", "C", "C", "C", "C", "C", "C", "N", "C", "S", "H", "H", "H", "H", "H", "H", "H", "H", "H", "H", "H", "H", "Se", "Sb", "Se", "Se", "Se", "N", "C", "C", "C", "C", "C", "C", "S", "O", "O", "N", "C", "S", "C", "C", "N", "H", "H", "H", "H", "H", "H", "H", "H"], "positions_angstrom": [[-1.463, -0.084, -0.233], [-5.698, -2.886, 1.863], [-4.606, -1.997, 2.295], [-4.382, -1.658, 3.521], [-3.442, -0.629, 3.485], [-3.053, -0.381, 2.220], [-2.194, 0.961, 1.714], [-3.781, -1.276, 1.448], [-3.718, -1.348, 0.032], [-6.526, -2.772, 2.595], [-5.365, -3.942, 1.932], [-6.067, -2.721, 0.841], [-3.040, -0.234, 4.355], [-4.467, -0.761, -0.345], [-3.765, -2.317, -0.318], [1.117, 4.826, 0.368], [2.559, 3.678, 0.186], [3.899, 4.075, 1.467], [3.206, 3.839, -1.586], [2.103, 1.860, 0.516], [2.894, 1.003, 1.281], [2.373, -0.197, 1.706], [1.119, -0.576, 1.315], [0.442, 0.130, 0.425], [0.831, 1.386, 0.089], [-0.383, 2.192, -0.834], [1.434, 5.857, 0.548], [0.469, 4.495, 1.163], [0.494, 4.824, -0.512], [4.128, 5.156, 1.561], [4.821, 3.563, 1.201], [3.572, 3.762, 2.460], [3.382, 4.900, -1.844], [2.473, 3.411, -2.274], [4.147, 3.259, -1.687], [3.922, 1.308, 1.579], [2.957, -0.858, 2.338], [0.646, -1.476, 1.649], [-4.638, 4.365, 0.542], [-5.211, 2.425, -0.870], [-3.208, 1.374, -2.018], [-6.541, 3.130, -2.826], [-6.635, 0.832, 0.458], [5.326, -0.909, -1.267], [4.131, -1.135, -1.900], [3.556, -2.416, -1.845], [2.233, -2.620, -2.224], [1.497, -1.524, -2.726], [2.081, -0.241, -2.868], [3.386, -0.073, -2.524], [-0.265, -1.750, -2.880], [-0.407, -3.093, -3.399], [-0.806, -0.638, -3.658], [-0.897, -1.723, -1.337], [-0.924, -2.732, -0.480], [-0.831, -4.473, -0.884], [-0.887, -4.828, 0.819], [-1.063, -3.668, 1.543], [-1.088, -2.508, 0.808], [5.564, -1.550, -0.501], [5.414, 0.081, -0.967], [4.146, -3.204, -1.373], [1.757, -3.616, -2.130], [1.494, 0.616, -3.287], [3.806, 0.924, -2.613], [-0.897, -5.821, 1.245], [-1.134, -3.597, 2.645]], "mulliken_spin": [2.09, 0.00, 0.00, 0.00, 0.01, 0.01, 0.09, -0.02, 0.08, 0.00, 0.00, 0.00, 0.00, 0.00, 0.00, 0.01, -0.01, 0.00, 0.00, -0.02, 0.00, 0.00, -0.02, 0.09, 0.06, 0.23, 0.00, 0.00, 0.00, 0.00, 0.00, 0.00, 0.00, 0.00, 0.00, 0.00, 0.00, 0.01, 0.86, -0.06, 0.31, 0.22, 0.00, 0.00, 0.00, 0.00, 0.00, -0.01, 0.00, 0.00, 0.01, 0.00, 0.00, 0.06, -0.04, 0.01, 0.00, 0.02, 0.01, 0.00, 0.00, 0.00, 0.00, 0.00, 0.00, 0.00, 0.00], "total_charge": -2, "relative_energy_kj_mol": 0.00, "max_force_ha_per_bohr": 0.0692, "multiplicity": 5, "e_tot_ev": -359329.169}